#one
{"formula": "C3H6ClN3O", "method": "the ωB97M-V functional and the def2-TZVPD basis", "symbols": ["C", "C", "C", "H", "H", "H", "H", "H", "H", "N", "N", "N", "O", "Cl"], "xyz": [[0.931, 0.001, 0.092], [-0.484, 0.374, 0.239], [-1.444, -0.415, -0.238], [0.958, 2.375, -0.754], [2.480, 2.696, -0.253], [0.813, -1.838, 0.854], [3.036, -0.823, 0.158], [-0.657, 1.240, 0.876], [-1.265, -1.318, -0.772], [1.583, 2.205, 0.006], [1.920, 0.850, -0.025], [1.210, -1.367, 0.024], [2.589, -1.664, -0.092], [-3.123, -0.035, 0.002]], "smiles": "N/N=C(\\C=C\\Cl)NO", "spin_multiplicity": 1, "e_homo_ev": -8.589}

#two
{"formula": "C3H6ClN3O", "method": "the ωB97M-V functional and the def2-TZVPD basis", "symbols": ["C", "C", "C", "H", "H", "H", "H", "H", "H", "N", "N", "N", "O", "Cl"], "xyz": [[-1.134, 0.855, -0.161], [-0.611, -0.375, 0.012], [0.837, -0.660, -0.085], [-3.095, 0.495, 0.170], [-2.716, 2.150, -0.135], [-0.429, 1.641, -0.358], [0.745, -2.462, -0.676], [1.455, 0.808, 1.172], [3.033, -0.788, 0.000], [-2.448, 1.185, -0.137], [1.413, -1.743, -0.415], [1.628, 0.461, 0.225], [2.996, 0.178, 0.157], [-1.675, -1.743, 0.231]], "smiles": "[H]/N=C(NO)\\C(Cl)=C\\N", "spin_multiplicity": 1, "e_homo_ev": -8.662}

Quick one: least stable of them? #one

#one
{"formula": "C13H24N4O5", "method": "the ωB97M-V functional and the def2-TZVPD basis", "symbols": ["O", "O", "O", "O", "O", "C", "C", "C", "C", "N", "N", "N", "C", "C", "C", "C", "C", "C", "C", "C", "C", "N", "H", "H", "H", "H", "H", "H", "H", "H", "H", "H", "H", "H", "H", "H", "H", "H", "H", "H", "H", "H", "H", "H", "H", "H"], "xyz": [[2.527, 0.871, -3.149], [-1.138, -3.206, -1.089], [-1.478, 0.593, -2.171], [-2.735, -1.552, 1.796], [0.937, -2.935, -0.808], [1.610, 0.755, -3.877], [-0.002, -2.968, -1.582], [-0.609, -0.120, -1.682], [-2.592, -0.662, 0.925], [-3.386, -0.461, -0.075], [0.603, -0.157, -3.810], [-0.468, -0.341, -0.343], [1.690, 1.495, -5.113], [-4.840, -0.565, 0.026], [0.021, -0.768, 2.911], [1.130, -1.663, 2.238], [0.127, -2.251, -2.839], [-0.465, 0.378, 2.070], [0.781, -3.136, 2.177], [0.475, -0.779, -2.530], [-1.285, 0.151, 0.779], [-0.532, -3.355, 1.525], [-2.918, 0.064, -0.820], [-0.101, -0.253, -4.487], [0.307, -0.959, -0.140], [0.847, 1.289, -5.973], [2.713, 1.388, -5.403], [1.515, 2.536, -4.814], [-5.217, 0.013, 0.863], [-5.292, -0.672, -0.904], [-5.062, -1.495, 0.516], [0.432, -0.160, 3.731], [-0.668, -1.413, 3.327], [2.071, -1.400, 2.659], [1.252, -1.447, 1.201], [0.863, -2.744, -3.450], [-0.828, -2.225, -3.356], [-1.257, 0.902, 2.636], [0.285, 1.061, 1.896], [0.855, -3.533, 3.213], [1.423, -3.600, 1.543], [1.393, -0.880, -1.907], [-1.652, 1.163, 0.460], [-1.276, -2.927, 2.028], [-0.489, -2.980, 0.556], [-0.668, -4.319, 1.520]], "smiles": "CNC(=O)[C@@H](CCCC[NH3+])NC(=O)[C@@H](CC(=O)[O-])NC(C)=O", "spin_multiplicity": 1, "e_homo_ev": -8.617}

#two
{"formula": "C13H24N4O5", "method": "the ωB97M-V functional and the def2-TZVPD basis", "symbols": ["O", "O", "O", "O", "O", "C", "C", "C", "C", "N", "N", "N", "N", "C", "C", "C", "C", "C", "C", "C", "C", "C", "H", "H", "H", "H", "H", "H", "H", "H", "H", "H", "H", "H", "H", "H", "H", "H", "H", "H", "H", "H", "H", "H", "H", "H"], "xyz": [[-2.186, -2.925, -0.827], [2.451, -2.026, -3.272], [2.210, -1.802, 1.654], [0.129, 0.625, -2.087], [3.287, -0.062, -3.242], [-2.557, -2.316, -1.805], [2.855, -1.125, -2.594], [2.406, -0.616, 1.228], [-0.280, -0.048, -1.191], [2.831, 0.414, 2.004], [-0.068, 3.176, 2.581], [0.623, -0.757, -0.492], [-2.406, -0.998, -1.929], [-3.401, -3.245, -2.791], [3.170, 0.184, 3.437], [-0.573, 1.827, 2.364], [-1.996, 1.741, 1.753], [-1.925, 2.189, 0.288], [2.905, -1.388, -1.078], [-2.477, 1.261, -0.844], [2.041, -0.407, -0.241], [-1.750, -0.118, -0.909], [2.984, -0.196, -4.119], [2.610, 1.337, 1.660], [-0.674, 3.679, 3.214], [0.846, 3.013, 3.127], [0.291, -1.393, 0.153], [-2.697, -0.575, -2.828], [-4.494, -3.140, -2.741], [-3.168, -2.901, -3.849], [-3.148, -4.307, -2.710], [4.281, -0.096, 3.588], [2.660, -0.654, 3.776], [2.827, 1.001, 4.022], [0.244, 1.342, 1.799], [-0.702, 1.344, 3.360], [-2.337, 0.743, 1.774], [-2.658, 2.446, 2.322], [-0.845, 2.458, 0.044], [-2.445, 3.136, 0.108], [3.972, -1.187, -0.812], [2.559, -2.476, -1.053], [-2.345, 1.813, -1.785], [-3.500, 0.969, -0.638], [2.227, 0.546, -0.534], [-1.775, -0.486, 0.112]], "smiles": "CNC(=O)[C@@H](CC(=O)O)NC(=O)[C@@H](CCCCN)NC(C)=O", "spin_multiplicity": 1, "e_homo_ev": -9.425}

Quick one: least stable of them? #one

#one
{"formula": "C6H9F", "method": "the ωB97M-V functional and the def2-TZVPD basis", "symbols": ["C", "C", "C", "C", "C", "C", "H", "H", "H", "H", "H", "H", "H", "H", "H", "F"], "xyz": [[-1.463, -0.182, 0.435], [-0.176, 0.575, 0.638], [0.989, 1.326, -0.103], [1.967, 0.097, -0.209], [1.206, -1.264, 0.016], [-0.215, -0.731, -0.171], [-1.947, -0.519, 1.374], [0.099, 0.362, 1.642], [1.442, 2.155, 0.432], [0.677, 1.612, -1.118], [2.437, 0.208, -1.185], [2.819, 0.177, 0.506], [1.444, -2.043, -0.694], [1.276, -1.669, 1.023], [-0.406, -0.534, -1.237], [-2.410, 0.147, -0.486]], "smiles": "FC1[C@@H]2CCC[C@@H]12", "spin_multiplicity": 1, "e_homo_ev": -8.803}

#two
{"formula": "C6H9F", "method": "the ωB97M-V functional and the def2-TZVPD basis", "symbols": ["C", "C", "C", "C", "C", "C", "F", "H", "H", "H", "H", "H", "H", "H", "H", "H"], "xyz": [[-0.154, -2.356, 1.169], [-0.979, 2.232, 0.634], [0.249, -1.291, 0.205], [-0.659, 2.176, -0.619], [-0.324, 2.186, -1.869], [1.468, -1.123, -0.273], [2.497, -1.932, 0.043], [-0.434, -1.904, 2.120], [0.669, -3.047, 1.340], [-0.605, 1.509, 1.338], [-1.621, 3.005, 1.022], [-0.506, -0.589, -0.114], [-1.016, -2.905, 0.794], [-0.895, 1.662, -2.620], [0.547, 2.723, -2.210], [1.763, -0.346, -0.961]], "smiles": "C/C=C\\F.C=C=C", "spin_multiplicity": 1, "e_homo_ev": -9.460}

#three
{"formula": "C6H9F", "method": "the ωB97M-V functional and the def2-TZVPD basis", "symbols": ["C", "C", "C", "C", "C", "C", "F", "H", "H", "H", "H", "H", "H", "H", "H", "H"], "xyz": [[-0.209, 0.718, -0.073], [-0.963, -0.297, -0.576], [0.947, 0.082, 0.638], [-0.387, -1.698, -0.246], [1.070, -1.377, 0.078], [-0.546, 2.218, -0.095], [-2.177, -0.123, -1.051], [1.982, 0.667, 0.411], [0.827, 0.160, 1.720], [-1.007, -1.907, 0.658], [-0.508, -2.536, -0.981], [1.466, -1.329, -0.965], [1.385, -2.193, 0.689], [-1.400, 2.488, -0.762], [0.264, 2.768, -0.445], [-0.744, 2.359, 0.999]], "smiles": "CC1=C(F)CCC1", "spin_multiplicity": 1, "e_homo_ev": -8.469}

Quick one: least stable of them? #one